This record from the OMol25 dataset describes one molecule with the formula C3H5ClN2S. The level of theory is ωB97M-V with the def2-TZVPD basis set.

```
12
Properties=species:S:1:pos:R:3:forces:R:3
C -0.49010 0.51453 -0.93730 -0.29 0.03 0.50
C -1.28905 -0.47494 -0.07088 -1.08 -0.96 -0.57
C -0.07546 -0.63625 0.82440 0.14 -0.32 -0.01
H 1.89129 1.08548 1.17914 0.15 0.15 0.09
H 2.45915 0.14981 -0.02121 0.29 0.04 -0.03
H -0.27473 0.14729 -1.94949 0.12 0.17 0.37
H -0.91713 1.52873 -0.94136 0.36 -0.24 -0.10
H -2.12076 -0.04039 0.46900 -0.27 -0.08 -0.11
N 1.77152 0.86327 0.19646 0.80 0.24 0.18
N 0.54623 0.28505 0.07206 -0.34 -0.08 -0.38
S 0.34944 -1.48651 2.16013 -0.12 0.44 -0.58
Cl -1.85041 -1.93607 -0.98096 0.23 0.60 0.64
```
Forces are in eV/Å.

The structure (SMILES) is NN1C[C@@H](Cl)C1=S. The energy above the lowest of the compared OMol25 structures with the same formula, charge and spin is 77.3 kJ/mol. The calculation puts the LUMO energy at 0.541 eV.

These are the natural (NBO) partial charges, in e, on atoms 1 to 8:
1 C -0.21
2 C -0.24
3 C 0.08
4 H 0.37
5 H 0.36
6 H 0.22
7 H 0.21
8 H 0.24